#P
Formula: C5H6FNO
Source: the Open Molecules 2025 dataset
Level of theory: ωB97M-V with the def2-TZVPD basis set

Element x y z (Å)
C 2.13 -0.71 0.09
O 0.75 -0.73 -0.35
C 0.11 0.44 -0.19
C 0.77 1.70 -0.11
N 1.42 2.66 -0.06
C -1.24 0.48 -0.17
C -2.17 -0.64 0.00
F -1.86 1.68 -0.03
H 2.59 -1.69 -0.16
H 2.67 0.09 -0.42
H 2.18 -0.53 1.17
H -1.64 -1.59 0.16
H -2.81 -0.45 0.92
H -2.89 -0.72 -0.84

total charge: 0
structure (SMILES): CO/C(C#N)=C(\C)F
HOMO level: -9.05 eV
frontier orbital gap: 9.74 eV

So, what does the Löwdin scheme give us? The charges, in e, come out as: -0.039 -0.077 -0.283 -0.162 0.185 -0.264 -0.008 0.063 0.101 0.084 0.103 0.093 0.113 0.093


#Q
Formula: C5H6FNO
Source: the Open Molecules 2025 dataset
Level of theory: ωB97M-V with the def2-TZVPD basis set

Element x y z (Å)
C 1.60 1.33 0.28
C 1.56 0.05 -0.08
C -1.75 0.32 0.64
C 2.70 -0.92 -0.03
C -3.05 0.38 -0.06
N 0.42 -0.68 0.03
O -0.79 -0.23 -0.01
F 0.66 2.19 -0.03
H 2.23 -1.90 0.27
H 3.09 -1.07 -1.03
H 3.51 -0.65 0.71
H -3.04 1.27 -0.68
H -3.21 -0.54 -0.69
H -3.92 0.46 0.69

total charge: 0
HOMO level (spin up / spin down): -8.01 / -8.22 eV
frontier orbital gap (spin up / spin down): 7.06 / 7.13 eV

So, what does the Löwdin scheme give us? The charges, in e, come out as: 0.014 -0.378 -0.074 -0.057 -0.110 0.105 -0.081 0.050 0.098 0.072 0.103 0.077 0.086 0.096


Relative energy table, unit kcal/mol: #P 0.0; #Q 183.6


#P
Formula: C3H7ClS
Source: the Open Molecules 2025 dataset
Level of theory: ωB97M-V with the def2-TZVPD basis set

Element x y z (Å)
C -1.77 0.77 0.25
C 1.19 1.09 -0.54
C 0.79 -1.57 0.26
S 0.72 0.21 0.74
Cl -3.42 0.39 0.49
H -1.42 0.69 -0.70
H -1.41 1.71 0.82
H 1.73 1.94 -0.43
H 0.96 0.70 -1.54
H 1.82 -1.90 0.37
H 0.39 -2.16 1.00
H 0.43 -1.87 -0.72

total charge: 0
HOMO level (spin up / spin down): -7.40 / -7.81 eV
frontier orbital gap (spin up / spin down): 7.70 / 7.84 eV

So, what does the Löwdin scheme give us? The charges, in e, come out as: -0.659 -0.426 -0.315 0.849 0.519 -0.073 0.021 -0.039 0.030 0.036 -0.002 0.058


#Q
Formula: C3H7ClS
Source: the Open Molecules 2025 dataset
Level of theory: ωB97M-V with the def2-TZVPD basis set

Element x y z (Å)
S 2.29 -0.62 -0.04
C 1.34 0.86 0.22
C -0.02 0.79 -0.44
C -0.95 0.10 0.51
Cl -2.57 -0.31 -0.11
H 3.44 -0.16 -0.51
H 1.81 1.81 -0.12
H 1.02 0.91 1.24
H 0.13 0.34 -1.41
H -0.26 1.87 -0.60
H -1.00 0.63 1.40
H -0.36 -0.73 0.78

total charge: 0
structure (SMILES): SCCCCl
HOMO level: -9.27 eV
frontier orbital gap: 10.05 eV

So, what does the Löwdin scheme give us? The charges, in e, come out as: 0.736 -0.602 -0.371 -0.629 0.560 -0.160 0.100 0.049 0.095 0.122 0.055 0.046


Relative energy table, unit kcal/mol: #P 83.7; #Q 0.0


#P
Formula: C2H12NO3
Source: the Open Molecules 2025 dataset
Level of theory: ωB97M-V with the def2-TZVPD basis set

Element x y z (Å)
C -0.49 -0.87 -0.49
C -0.49 1.48 -0.08
N 0.23 0.41 -0.06
H -1.06 -0.57 -1.37
H -0.94 -1.29 0.50
H 0.32 -1.54 -0.88
H -1.04 1.94 -0.98
H -0.79 1.96 0.86
H 0.65 0.35 0.88
H 1.96 -3.10 2.28
H 0.82 -3.64 1.47
O 1.33 -2.86 1.61
H -0.41 2.51 -4.40
H -1.56 3.33 -4.22
O -1.18 2.54 -3.85
H 0.75 0.34 3.52
H 1.00 -1.01 2.63
O 0.91 0.00 2.59

total charge: +1
HOMO level: -14.63 eV
frontier orbital gap: 9.28 eV

So, what does the Löwdin scheme give us? The charges, in e, come out as: 0.011 0.151 -0.002 0.092 0.142 0.100 0.140 0.126 0.084 0.051 0.049 -0.033 0.022 0.036 -0.046 0.103 0.068 -0.097


#Q
Formula: C2H12NO3
Source: the Open Molecules 2025 dataset
Level of theory: ωB97M-V with the def2-TZVPD basis set

Element x y z (Å)
C 0.72 1.21 -0.61
C 0.17 2.17 0.11
N 0.20 -0.17 -0.57
H 1.23 1.46 -1.53
H 0.18 3.18 -0.28
H -0.37 2.07 1.04
H -0.76 -0.20 -0.21
H 0.72 -0.79 0.06
H 0.28 -0.56 -1.50
H 3.39 -1.21 0.80
H 3.43 -2.34 -0.28
O 3.02 -1.51 -0.03
H -1.01 -2.34 1.47
H -2.23 -1.60 0.87
O -1.32 -1.86 0.70
H -2.52 1.82 -0.33
H -2.79 1.08 1.00
O -2.53 0.94 0.08

total charge: +1
HOMO level: -14.67 eV
frontier orbital gap: 11.55 eV

So, what does the Löwdin scheme give us? The charges, in e, come out as: -0.129 0.050 0.175 0.122 0.088 0.075 0.087 0.127 0.173 0.047 0.051 -0.045 0.072 0.062 -0.040 0.061 0.070 -0.046


#R
Formula: C2H12NO3
Source: the Open Molecules 2025 dataset
Level of theory: ωB97M-V with the def2-TZVPD basis set

Element x y z (Å)
C -1.30 -0.87 0.48
O -0.01 -1.39 0.78
C -1.33 -0.43 -0.98
N -0.19 0.52 -1.22
H -1.49 -0.01 1.11
H -2.07 -1.62 0.67
H -0.04 -2.29 1.13
H -1.22 -1.30 -1.60
H -2.26 0.14 -1.11
H -0.30 1.36 -0.62
H -0.04 0.76 -2.19
H 0.67 0.05 -0.91
H 0.17 1.98 2.02
H 1.46 1.93 1.26
O 0.50 1.92 1.11
H 3.14 -0.41 -0.40
H 1.92 -0.44 0.55
O 2.39 0.11 -0.10

total charge: +1
HOMO level: -15.21 eV
frontier orbital gap: 12.20 eV

So, what does the Löwdin scheme give us? The charges, in e, come out as: -0.215 -0.064 -0.102 0.181 0.113 0.139 0.116 0.133 0.143 0.136 0.173 0.094 0.077 0.063 -0.050 0.078 0.034 -0.049


Relative energy table, unit kcal/mol: #P 57.5; #Q 26.1; #R 0.0


#P
Formula: C2H12NO3
Source: the Open Molecules 2025 dataset
Level of theory: ωB97M-V with the def2-TZVPD basis set

Element x y z (Å)
C 1.55 -0.16 -1.48
C 1.57 -1.40 0.55
N 0.94 -1.11 -0.51
H 2.21 0.47 -0.90
H 2.14 -0.60 -2.29
H 0.67 0.29 -1.95
H 2.52 -0.88 0.67
H 1.10 -1.86 1.41
H 0.21 -1.74 -0.88
H 2.14 5.06 3.91
H 3.19 5.86 3.19
O 2.23 5.65 3.15
H -4.53 -0.26 0.36
H -4.55 -1.27 -0.80
O -3.97 -0.82 -0.18
H -1.84 -3.06 -2.52
H -2.33 -2.64 -1.18
O -1.54 -2.61 -1.72

total charge: +1
HOMO level: -13.38 eV
frontier orbital gap: 8.25 eV

So, what does the Löwdin scheme give us? The charges, in e, come out as: 0.014 0.179 0.023 0.096 0.114 0.112 0.124 0.133 0.136 0.026 0.050 -0.076 0.042 0.032 -0.053 0.065 0.022 -0.038


#Q
Formula: C2H12NO3
Source: the Open Molecules 2025 dataset
Level of theory: ωB97M-V with the def2-TZVPD basis set

Element x y z (Å)
C -1.76 1.32 0.02
O -1.47 2.18 1.08
C -0.56 0.30 0.00
N -0.72 -0.37 1.36
H -1.92 1.78 -1.08
H -2.69 0.76 0.06
H -1.91 3.03 0.81
H -0.70 -0.38 -0.82
H 0.52 0.90 -0.07
H -0.26 -1.31 1.54
H -1.78 -0.34 1.53
H -0.76 -0.02 2.30
H 2.58 -0.50 -4.12
H 3.34 0.29 -2.82
O 2.70 -0.39 -3.19
H 2.10 -2.13 1.83
H 1.57 -3.02 0.65
O 1.70 -2.11 0.93

total charge: +1
HOMO level: -13.87 eV
frontier orbital gap: 10.50 eV

So, what does the Löwdin scheme give us? The charges, in e, come out as: -0.287 -0.058 -0.099 0.134 0.178 0.107 0.138 0.117 0.201 0.157 0.185 0.151 0.024 0.066 -0.089 0.071 0.062 -0.057


Relative energy table, unit kcal/mol: #P 0.0; #Q 21.9